Arrangement P

{"formula": "C2H6NO2P", "method": "the ωB97M-V functional and the def2-TZVPD basis", "elements": ["P", "O", "O", "N", "C", "C", "H", "H", "H", "H", "H", "H"], "coordinates": [[-0.75459, 2.33184, 0.24313], [-1.27552, -1.32133, 0.47492], [-1.81744, -0.65043, -1.54225], [-0.97196, -0.80448, -0.62616], [1.32589, -0.63414, 0.25846], [0.30340, -0.33609, -0.75989], [-1.90071, 1.69622, 0.72757], [-0.01244, 1.73600, 1.28176], [0.88252, -0.65861, 1.20402], [0.49527, 0.26508, -1.61545], [2.07677, 0.00082, 0.02507], [1.64879, -1.62490, 0.32883]], "lumo_energy_ev": [-1.5795, -2.0619], "molar_mass_g_mol": 107.05, "gap_ev": [8.1, 7.2]}

Arrangement Q

{"formula": "C2H6NO2P", "method": "the ωB97M-V functional and the def2-TZVPD basis", "elements": ["P", "O", "O", "N", "C", "C", "H", "H", "H", "H", "H", "H"], "coordinates": [[-0.80248, -0.13449, -1.65781], [2.51250, 0.62614, -0.01488], [1.52325, -0.87564, -1.06827], [1.52256, 0.12795, -0.43461], [-0.38602, -0.39094, 1.32912], [0.20397, 0.63197, -0.22073], [-0.51542, -1.45765, 0.95031], [0.31074, -0.37543, 2.09414], [0.18235, 1.69818, 0.03200], [-1.58853, -0.84501, -0.75254], [-1.23132, 0.15860, 1.50283], [-1.73160, 0.83633, -1.75958]], "lumo_energy_ev": 0.2238, "molar_mass_g_mol": 107.05, "gap_ev": 9.9}

From most stable to least stable, the computed energies give arrangement Q, arrangement P.